Density functional theory data (ωB97M-V/def2-TZVPD) for the ion C17H27N2O2 with charge +1.

```
48
Properties=species:S:1:pos:R:3:mulliken_charge:R:1
C -3.65619 -1.76771 -0.97691 -0.635
C -4.50664 -1.40177 -0.03668 -0.186
C -4.94304 0.01015 0.23321 -0.661
O -4.24378 1.00346 -0.48769 -0.443
C -2.97421 1.30700 -0.14913 0.299
C -2.39938 2.38166 -0.83615 -0.717
C -1.11834 2.79068 -0.53880 -0.844
C -0.37120 2.12243 0.42073 -0.538
C -0.91350 1.03024 1.08264 -0.242
C -0.10118 0.26388 2.09236 -1.724
N 0.73765 -0.79158 1.47734 -0.321
C -0.00386 -1.77497 0.66426 -0.662
C 0.05884 -1.39550 -0.81809 0.014
C 1.49590 -1.43380 -1.32774 -1.078
N 2.34014 -0.49897 -0.54224 0.543
C 2.41954 0.84435 -1.14665 -0.701
C 3.25984 1.75975 -0.25041 -0.561
O 4.54833 1.23734 -0.06193 -0.428
C 4.49379 -0.02368 0.54784 -0.624
C 3.70471 -1.01349 -0.31490 -0.525
C -2.21964 0.63837 0.81120 0.735
H -3.40072 -2.80087 -1.13614 0.325
H -3.20426 -1.04985 -1.64175 0.251
H -4.97479 -2.13108 0.60994 0.374
H -4.90116 0.21834 1.31210 0.392
H -5.98545 0.12302 -0.08496 0.399
H -2.99352 2.89121 -1.57671 0.505
H -0.69674 3.64292 -1.04899 0.459
H 0.61504 2.47720 0.67686 0.810
H 0.57820 0.94132 2.61611 0.520
H -0.77637 -0.18358 2.83072 0.398
H 1.20770 -1.27032 2.24180 0.297
H -1.04749 -1.84377 0.98079 0.253
H 0.45056 -2.75926 0.80113 0.479
H -0.37176 -0.40482 -0.96129 -0.066
H -0.53779 -2.10407 -1.39059 0.487
H 1.54447 -1.17713 -2.38820 0.342
H 1.89566 -2.44282 -1.20633 0.423
H 1.76704 -0.44419 0.44454 0.010
H 1.41292 1.24835 -1.26148 0.470
H 2.89726 0.76575 -2.12738 0.400
H 3.38565 2.73481 -0.72190 0.425
H 2.76269 1.89009 0.72315 0.345
H 5.52495 -0.36056 0.65891 0.389
H 4.03129 0.05209 1.54491 0.296
H 3.65122 -1.98160 0.18445 0.414
H 4.20618 -1.13219 -1.27957 0.423
H -2.64855 -0.18687 1.35761 0.480
```

Summary:
**LUMO**: -2.334 eV
**Total charge**: +1
**Calculated total energy**: -25135.385 eV
**Frontier orbital gap**: 9.116 eV
**M**: 291.41 g mol⁻¹
**Energy above the lowest of the compared OMol25 structures with the same formula, charge and spin**: 40.6 kcal/mol